{"formula": "C47H68FN3O17S4", "method": "ωB97M-V/def2-TZVPD", "charge": 0, "homo_ev": -8.6268, "max_force_ev_per_a": 8.7, "multiplicity": 1, "de_lowest_kcal_mol": 449.3, "smiles": "CCCCCCc1c(CCCSC(=S)N2CCOCC2)c(CCC(=O)O)c(S(=O)(=O)F)c2nsnc12.O=C1CCCO1.O=C1CCCO1.O=C1CCCO1.O=C1CCCO1.O=C1CCCO1.O=C1CCCO1", "orbital_gap_ev": 6.56, "elements": ["C", "C", "C", "C", "C", "C", "C", "C", "C", "C", "C", "S", "C", "S", "N", "C", "C", "O", "C", "C", "C", "C", "C", "C", "O", "O", "C", "S", "O", "O", "F", "C", "N", "S", "N", "C", "H", "H", "H", "H", "H", "H", "H", "H", "H", "H", "H", "H", "H", "H", "H", "H", "H", "H", "H", "H", "H", "H", "H", "H", "H", "H", "H", "H", "H", "H", "H", "H", "O", "C", "C", "C", "C", "O", "H", "H", "H", "H", "H", "H", "O", "C", "C", "C", "C", "O", "H", "H", "H", "H", "H", "H", "O", "C", "C", "C", "C", "O", "H", "H", "H", "H", "H", "H", "O", "C", "C", "C", "C", "O", "H", "H", "H", "H", "H", "H", "O", "C", "C", "C", "C", "O", "H", "H", "H", "H", "H", "H", "O", "C", "C", "C", "C", "O", "H", "H", "H", "H", "H", "H"], "xyz": [[1.257, 4.918, 0.372], [0.305, 5.496, -0.856], [-1.309, 5.162, -0.588], [-1.531, 3.549, -0.966], [-3.022, 3.024, -0.531], [-3.188, 1.378, -0.516], [-1.926, 0.694, -1.359], [-0.667, -0.114, -0.614], [-0.605, -0.336, 1.009], [-0.688, 1.035, 1.904], [-1.630, 0.655, 3.233], [-1.210, 1.661, 4.758], [-1.760, 3.470, 4.492], [-2.981, 3.753, 3.343], [-1.036, 4.511, 5.317], [0.436, 4.589, 4.975], [0.944, 6.046, 4.419], [-0.031, 6.480, 3.394], [-1.303, 6.834, 4.045], [-1.720, 5.860, 5.298], [0.534, -0.694, -1.623], [1.862, -1.473, -1.043], [1.926, -3.075, -1.386], [3.498, -3.437, -1.720], [3.979, -3.850, -2.896], [4.455, -3.264, -0.577], [0.470, -0.522, -3.285], [1.768, -1.183, -4.471], [3.230, -0.752, -4.122], [1.728, -2.750, -4.636], [1.492, -0.569, -6.086], [-0.825, 0.245, -3.940], [-1.224, 0.538, -5.370], [-2.761, 1.420, -5.394], [-3.202, 1.592, -3.676], [-2.021, 0.881, -3.017], [1.496, 3.779, 0.124], [0.723, 4.938, 1.424], [2.312, 5.456, 0.414], [0.518, 6.637, -1.010], [0.633, 4.898, -1.821], [-2.024, 5.870, -1.194], [-1.444, 5.240, 0.587], [-1.299, 3.441, -2.130], [-0.638, 2.989, -0.424], [-3.397, 3.450, 0.498], [-3.777, 3.432, -1.355], [-3.274, 0.932, 0.565], [-4.224, 1.158, -1.067], [-1.567, -0.980, 1.295], [0.315, -0.949, 1.395], [-1.229, 1.936, 1.390], [0.365, 1.444, 2.267], [-1.347, -0.477, 3.478], [-2.775, 0.670, 2.971], [1.026, 4.325, 5.979], [0.694, 3.753, 4.165], [1.098, 6.863, 5.245], [1.992, 5.884, 3.905], [-2.137, 6.965, 3.224], [-1.145, 7.921, 4.510], [-2.900, 5.770, 5.411], [-1.365, 6.424, 6.288], [2.030, -1.360, 0.114], [2.818, -0.973, -1.554], [1.157, -3.447, -2.186], [1.659, -3.648, -0.380], [5.400, -3.359, -0.897], [-1.764, -3.573, -4.622], [-1.506, -4.210, -5.630], [-0.129, -4.533, -6.126], [-0.396, -4.962, -7.546], [-1.789, -5.528, -7.463], [-2.445, -4.769, -6.449], [0.285, -5.348, -5.526], [0.520, -3.655, -6.087], [0.337, -5.675, -7.933], [-0.391, -4.083, -8.202], [-1.792, -6.583, -7.168], [-2.329, -5.424, -8.409], [-0.354, -9.361, -6.435], [-0.336, -9.110, -5.242], [0.702, -9.583, -4.269], [0.032, -9.327, -2.943], [-0.862, -8.153, -3.245], [-1.248, -8.315, -4.609], [1.606, -8.981, -4.392], [0.920, -10.644, -4.411], [0.735, -9.134, -2.128], [-0.577, -10.196, -2.666], [-0.340, -7.196, -3.142], [-1.751, -8.143, -2.608], [-3.079, 8.478, 6.578], [-4.233, 8.084, 6.627], [-5.034, 7.894, 7.879], [-6.185, 7.049, 7.394], [-6.318, 7.469, 5.954], [-4.994, 7.793, 5.531], [-5.370, 8.870, 8.240], [-4.452, 7.377, 8.645], [-7.103, 7.188, 7.970], [-5.909, 5.989, 7.447], [-6.949, 8.357, 5.836], [-6.718, 6.665, 5.329], [6.588, -4.816, 5.308], [6.406, -4.403, 4.174], [7.420, -3.679, 3.341], [6.566, -3.080, 2.252], [5.429, -4.062, 2.148], [5.251, -4.575, 3.467], [8.138, -4.402, 2.944], [7.929, -2.906, 3.922], [7.099, -2.936, 1.309], [6.185, -2.105, 2.579], [5.660, -4.896, 1.477], [4.505, -3.582, 1.811], [-4.709, 5.892, -1.479], [-4.890, 6.306, -2.612], [-3.876, 7.030, -3.445], [-4.730, 7.628, -4.534], [-5.867, 6.646, -4.639], [-6.045, 6.133, -3.319], [-3.158, 6.307, -3.842], [-3.367, 7.802, -2.864], [-4.198, 7.773, -5.478], [-5.111, 8.604, -4.207], [-5.636, 5.812, -5.309], [-6.791, 7.126, -4.975], [5.394, -6.710, 0.726], [5.974, -7.598, 1.329], [5.452, -8.310, 2.540], [6.693, -8.981, 3.072], [7.508, -9.204, 1.825], [7.184, -8.113, 0.964], [4.697, -9.038, 2.229], [5.035, -7.605, 3.264], [6.490, -9.903, 3.624], [7.222, -8.294, 3.744], [7.246, -10.139, 1.319], [8.582, -9.202, 2.034]], "forces_ev_per_a": [[0.140, -0.847, -0.425], [0.002, -0.562, 0.163], [1.250, -0.966, 0.450], [0.667, 1.188, 0.216], [-0.315, 0.181, -0.928], [0.245, -0.258, -0.790], [1.560, -1.373, -0.055], [-0.887, 1.127, -4.376], [-0.971, 0.136, -0.143], [-0.756, 0.531, 0.847], [0.419, -0.798, -1.401], [-0.225, 1.378, -0.481], [0.073, 0.477, -0.768], [1.736, -0.168, 1.991], [-1.776, -1.269, -2.948], [1.839, -0.678, 0.720], [-0.226, -0.602, -0.336], [-0.083, -0.568, 2.013], [-0.333, 1.672, 0.475], [-0.210, 1.287, 1.029], [-1.146, 0.759, -2.182], [0.640, 0.661, -0.494], [0.535, -0.567, 1.440], [3.413, -2.013, -4.684], [-3.207, 2.636, 7.635], [-1.955, -0.067, -2.856], [-3.242, 1.695, 2.483], [5.671, -4.492, -0.566], [-6.148, -0.574, -1.057], [-0.842, 6.636, 0.698], [-0.087, -0.809, 3.560], [-2.970, 1.676, -0.955], [-0.735, 0.251, 4.833], [2.717, -1.752, 3.908], [6.281, -3.597, -0.739], [0.085, -0.324, 0.923], [-0.486, 2.316, 0.621], [1.075, 0.248, -2.157], [-2.331, -0.964, -0.029], [-0.572, -2.179, 0.289], [-0.629, 1.457, 1.762], [1.358, -1.472, 1.359], [-0.124, 0.158, -2.451], [-0.826, 0.052, 2.449], [-2.039, 0.961, -0.997], [1.047, -0.770, -1.988], [1.640, -0.832, 1.858], [0.445, 0.891, -2.107], [2.515, 0.152, 1.065], [2.019, 1.329, -0.757], [-1.678, 1.132, -1.198], [1.105, -1.883, 0.664], [-2.168, -1.138, -0.805], [-0.607, 2.535, 0.078], [2.276, 0.202, 0.530], [-1.004, 0.566, -2.234], [-0.555, 1.956, 1.794], [-0.574, -1.559, -1.368], [-2.239, 0.319, 0.848], [1.832, -0.734, 1.582], [-0.484, -2.251, -0.831], [2.708, -0.044, -0.536], [-0.672, -1.336, -2.131], [-0.707, 0.041, -2.388], [-2.255, -0.906, 0.989], [2.016, 0.886, 1.159], [0.646, 1.119, -2.112], [-1.770, -0.094, -0.151], [-0.194, -0.890, -1.514], [-0.301, 0.714, 1.671], [0.262, 0.262, -0.554], [0.566, -0.109, -0.628], [-0.138, -0.599, -0.624], [0.095, 0.644, 0.726], [0.033, 0.162, 0.090], [-0.190, -0.407, 0.366], [-0.173, 0.053, 0.006], [0.011, -0.143, 0.075], [-0.004, 0.077, -0.002], [-0.134, 0.011, 0.294], [-0.463, 0.675, 1.870], [0.103, -0.238, -2.181], [0.077, -0.381, 0.387], [0.264, -0.401, 0.800], [-0.230, 0.426, 0.653], [0.215, -0.408, -0.743], [-0.028, -0.121, -0.127], [0.156, 0.294, -0.285], [-0.157, 0.030, -0.077], [0.083, 0.156, -0.004], [-0.052, -0.047, -0.021], [0.040, 0.125, -0.311], [-1.775, -0.742, -0.455], [1.846, 0.978, -0.134], [-0.163, -0.396, 0.334], [-0.547, -0.506, 0.559], [-0.730, -0.190, -0.330], [0.866, 0.168, 0.346], [0.182, -0.037, 0.029], [0.081, 0.419, -0.082], [0.085, -0.044, -0.154], [-0.090, 0.155, -0.025], [0.068, -0.052, -0.012], [0.210, 0.247, -0.081], [-0.749, 0.441, -1.663], [0.187, -0.950, 1.753], [0.139, 0.535, -0.171], [0.157, 0.746, -0.468], [-0.388, 0.117, -0.952], [0.596, -0.140, 1.064], [0.025, 0.036, 0.163], [0.114, -0.425, 0.070], [-0.126, -0.029, 0.084], [0.083, -0.108, -0.088], [-0.154, 0.359, 0.209], [0.124, -0.305, 0.225], [-0.810, 0.550, -1.797], [0.354, -0.986, 1.921], [0.127, 0.504, -0.154], [0.275, 0.714, -0.555], [-0.394, 0.025, -0.644], [0.400, -0.044, 0.745], [0.035, 0.027, 0.174], [0.109, -0.411, 0.061], [-0.150, -0.028, 0.091], [0.042, -0.152, -0.095], [-0.026, 0.041, 0.059], [0.041, -0.260, 0.189], [1.315, -1.493, 0.443], [-1.012, 1.046, -1.113], [0.051, 0.033, 0.538], [0.111, -0.306, 0.862], [0.553, -0.583, 0.119], [-0.649, 0.744, -0.123], [-0.056, 0.169, -0.015], [-0.219, -0.060, -0.340], [0.108, 0.109, -0.100], [-0.075, -0.139, -0.083], [0.023, 0.085, 0.000], [-0.160, 0.088, -0.275]], "lowdin_charge": [-0.146, -0.247, -0.181, -0.212, -0.192, -0.153, 0.004, -0.018, -0.174, -0.234, -0.511, 0.780, -0.918, 0.615, -0.192, -0.162, -0.160, -0.229, -0.176, -0.188, -0.001, -0.162, -0.084, -0.255, -0.014, -0.032, -0.132, 0.909, -0.353, -0.360, -0.258, -0.182, -0.282, 0.881, -0.245, -0.198, 0.068, 0.062, 0.080, 0.100, 0.103, 0.096, 0.104, 0.115, 0.092, 0.078, 0.107, 0.097, 0.126, 0.128, 0.112, 0.077, 0.121, 0.096, 0.080, 0.136, 0.116, 0.135, 0.138, 0.133, 0.132, 0.117, 0.135, 0.114, 0.131, 0.130, 0.133, 0.129, 0.085, -0.456, -0.094, -0.159, -0.168, 0.028, 0.134, 0.090, 0.122, 0.123, 0.121, 0.127, 0.097, -0.463, -0.087, -0.169, -0.169, 0.020, 0.138, 0.132, 0.121, 0.123, 0.127, 0.130, 0.090, -0.464, -0.085, -0.168, -0.167, 0.023, 0.137, 0.133, 0.121, 0.124, 0.130, 0.131, 0.091, -0.464, -0.085, -0.163, -0.188, 0.029, 0.135, 0.131, 0.119, 0.124, 0.089, 0.115, 0.090, -0.454, -0.094, -0.169, -0.171, 0.031, 0.136, 0.132, 0.121, 0.124, 0.129, 0.129, 0.083, -0.443, -0.078, -0.163, -0.170, 0.034, 0.138, 0.131, 0.122, 0.125, 0.130, 0.129]}